Density functional theory data (the ωB97M-V functional and the def2-TZVPD basis) for C33H28Cl3N5O6PS3Y as an isolated structure.

Geometry as XYZ:
```
80
Properties=species:S:1:pos:R:3
Y 0.735 -0.520 1.124
Cl 8.158 -0.693 2.397
C 6.543 -0.618 1.775
C 5.471 -0.709 2.646
C 4.201 -0.646 2.110
Cl 2.798 -0.763 3.154
C 3.930 -0.494 0.749
O 2.696 -0.442 0.298
C 5.051 -0.410 -0.087
Cl 4.789 -0.234 -1.788
C 6.339 -0.470 0.411
H 5.622 -0.825 3.709
H 7.180 -0.401 -0.264
O -2.447 -0.955 6.008
C -2.300 0.359 5.777
C -2.902 1.239 6.678
C -2.792 2.601 6.506
C -2.076 3.128 5.430
C -1.481 2.266 4.536
C -1.580 0.878 4.686
C -0.924 0.020 3.689
O -0.296 0.574 2.700
N -0.997 -1.281 3.838
N -0.311 -1.976 2.841
C -0.275 -3.243 3.043
S 0.669 -4.293 2.014
C -0.192 -5.800 2.542
C -0.438 -5.669 4.031
S -1.119 -4.017 4.360
H -1.962 -1.436 5.303
H -3.452 0.815 7.508
H -3.265 3.266 7.216
H -1.988 4.198 5.302
H -0.915 2.648 3.698
H 0.457 -6.643 2.309
H -1.123 -5.892 1.985
H 0.485 -5.790 4.596
H -1.170 -6.397 4.377
O -0.459 2.823 -7.015
S -1.902 2.985 -6.905
O -2.596 1.762 -6.525
O -2.533 3.762 -7.936
C -2.031 3.964 -5.376
N -2.626 5.149 -5.341
C -2.701 5.740 -4.151
C -2.205 5.171 -2.990
C -1.580 3.943 -3.150
N -1.484 3.349 -4.326
C -0.985 3.144 -2.049
C -1.625 2.949 -0.831
C -1.102 2.032 0.057
N 0.018 1.337 -0.198
C 0.675 1.582 -1.347
C 0.207 2.468 -2.289
H -3.183 6.711 -4.127
H -2.286 5.665 -2.032
H -2.550 3.460 -0.600
H -1.586 1.827 1.004
H 1.591 1.027 -1.505
H 0.720 2.603 -3.230
C -1.395 -3.362 -1.222
P 0.089 -2.303 -1.167
C 1.444 -3.471 -1.531
C -0.018 -1.301 -2.675
C 1.131 -1.027 -3.416
C 1.054 -0.220 -4.546
C -0.159 0.322 -4.943
C -1.308 0.055 -4.203
C -1.238 -0.745 -3.074
H -2.294 -2.766 -1.073
H -1.335 -4.096 -0.418
H -1.458 -3.870 -2.185
H 1.330 -3.870 -2.539
H 1.426 -4.284 -0.807
H 2.404 -2.960 -1.451
H 2.089 -1.435 -3.116
H 1.950 -0.015 -5.118
H -0.228 0.973 -5.808
H -2.238 0.493 -4.541
H -2.140 -0.943 -2.506
```

Properties
E_HOMO = -7.8 eV
energy relative to the best compared isomer or geometry (same formula, charge and spin) = 0.00 kcal per mole
Kohn-Sham gap = 6.799 eV
total energy = -134820.6539 eV